1.
13
Properties=species:S:1:pos:R:3:forces:R:3:mulliken_spin:R:1 method="wB97M-V/def2-TZVPD" e_homo_ev="-13.147 / -15.949" multiplicity=3 total_charge=+1 orbital_gap_ev="7.8 / 8.1"
C 0.3307 -0.3623 1.4681 -3.09 -0.27 -1.67 0.562
C 0.8022 0.4971 0.5213 0.04 0.59 1.33 0.128
C 1.8147 -0.3340 1.2306 0.18 -0.31 -0.94 -0.063
C -0.3047 0.3580 -1.6219 -0.92 -1.08 -1.62 0.138
C -1.3870 -0.6964 0.5000 2.98 -0.91 2.55 0.814
C -1.2994 0.3411 -0.4298 0.33 1.14 -1.81 0.051
N 0.0505 1.0000 -0.4344 0.35 0.34 1.23 0.248
H 2.3614 0.1291 2.0497 -0.03 0.18 0.11 0.062
H 2.3912 -1.0906 0.7018 -0.02 -0.07 0.04 0.024
H 0.2146 -0.5510 -1.9138 0.00 0.12 0.21 0.001
H -0.6291 0.9866 -2.4427 0.24 0.12 0.05 0.005
H -2.1672 -1.2307 0.9921 -0.24 -0.10 0.22 -0.001
H -2.1780 0.9532 -0.6210 0.18 0.24 0.31 0.031

2.
14
Properties=species:S:1:pos:R:3:forces:R:3:nbo_charge:R:1 method="wB97M-V/def2-TZVPD" e_homo_ev=-9.056 orbital_gap_ev=8.6
C -1.4830 -1.1066 -0.0376 -0.47 0.13 2.27 -0.669
C -0.6874 0.1641 -0.0643 1.75 1.39 -1.72 0.271
C 0.6607 0.3177 -0.2015 2.03 -2.29 0.92 -0.304
C 1.7029 -0.7217 -0.1423 -2.26 0.80 -0.23 -0.031
C 2.5539 -1.5536 -0.1361 1.78 -1.10 0.57 -0.198
C 1.3428 1.5725 -0.1586 1.79 6.25 1.20 0.272
H -1.8805 -1.1720 -1.0563 -0.44 -0.48 0.47 0.256
H -2.2815 -1.0012 0.8192 0.98 0.02 -2.05 0.234
H -0.9339 -2.0223 0.3086 -0.04 1.01 -0.88 0.253
H -0.6652 2.2348 0.1959 -2.15 -2.81 -2.79 0.412
H -2.2664 1.4198 0.7959 2.39 0.07 -4.05 0.277
H 3.4148 -2.1950 0.0552 -0.86 0.42 -0.39 0.247
N -1.3123 1.3990 -0.4210 -2.05 2.30 7.90 -0.709
N 1.8352 2.6645 0.0429 -2.44 -5.71 -1.24 -0.311

3.
14
Properties=species:S:1:pos:R:3:forces:R:3:nbo_charge:R:1 method="wB97M-V/def2-TZVPD" e_homo_ev=-8.719 orbital_gap_ev=9.4
C -3.3462 -0.7852 -0.0169 -1.13 0.43 0.16 -0.207
C -2.2041 -0.8416 0.3065 1.27 0.24 -1.95 -0.046
C -0.7720 -1.1865 0.4190 -1.66 -0.69 2.01 -0.289
N 0.2107 -0.1546 0.3302 2.49 0.68 -2.13 -0.594
C 1.2723 -0.0435 -0.6010 -0.92 -0.92 0.35 0.115
C 2.1064 1.0433 -0.6872 -0.41 -1.11 -0.60 -0.479
C 2.0546 2.2048 0.1203 -0.07 1.44 1.14 0.245
N 2.1137 3.1840 0.7518 -0.26 -1.44 -0.82 -0.333
H -4.3709 -0.6317 -0.2206 -0.32 -0.06 -0.03 0.234
H -0.6455 -2.1423 -0.1496 0.64 1.12 0.39 0.247
H -0.9102 -1.4092 1.4885 1.34 -0.91 0.12 0.229
H 0.2065 0.6206 0.9741 -0.54 -0.17 0.22 0.409
H 1.4166 -0.9847 -1.2552 -0.25 1.90 0.98 0.217
H 2.8682 1.1266 -1.4598 -0.18 -0.52 0.16 0.255

4.
16
Properties=species:S:1:pos:R:3:forces:R:3:nbo_charge:R:1 method="wB97M-V/def2-TZVPD" e_homo_ev=-9.635 smiles="O=c1cc[nH]c(=O)[nH]1.C#C" orbital_gap_ev=10.1
O -2.0709 -2.2050 -1.5404 0.14 -0.21 -0.27 -0.574
C -1.1367 -1.7564 -0.9320 0.95 0.83 0.72 0.668
C 0.2988 -2.2042 -0.9069 -3.35 1.41 -0.15 -0.404
C 1.0257 -1.5562 -0.0228 3.71 -1.18 0.76 0.075
N 0.6787 -0.6403 0.8862 -1.15 3.09 1.68 -0.617
C -0.5583 0.0574 0.8018 -0.59 -2.70 0.05 0.792
O -0.9499 0.8841 1.5668 0.49 1.10 0.38 -0.584
N -1.3820 -0.5893 -0.0991 -1.80 -0.11 -2.15 -0.678
H 0.6346 -2.8615 -1.6575 0.49 -0.75 -0.36 0.247
H 2.0831 -1.8186 0.1109 -0.30 -0.05 -0.35 0.210
H 1.3038 -0.2292 1.6215 -0.65 -0.98 -1.40 0.430
H -2.3383 -0.1904 -0.3744 2.01 -0.55 1.16 0.437
C 1.0205 3.0627 0.5280 -0.45 0.14 -0.25 -0.245
C 0.1860 3.5929 -0.1619 -0.25 -0.18 -1.20 -0.237
H 1.7162 2.5285 1.1503 -0.29 0.45 -0.18 0.229
H -0.5112 3.9256 -0.9706 1.05 -0.30 1.56 0.251

5.
16
Properties=species:S:1:pos:R:3:forces:R:3:nbo_charge:R:1 method="wB97M-V/def2-TZVPD" e_homo_ev=-8.624 orbital_gap_ev=8.9
C 0.6703 -0.5496 0.6957 2.50 -0.22 0.95 0.430
C 2.0060 1.3701 0.8062 -0.55 -0.04 -0.15 0.102
C 1.1483 1.9964 -0.1304 0.97 -0.10 0.19 -0.332
C 0.1267 1.2613 -0.6759 -0.27 3.27 -1.33 -0.088
C -0.1281 -0.0314 -0.3198 -0.17 0.82 0.48 -0.332
C -1.4022 -0.5571 -0.6994 -1.28 -2.75 0.25 0.796
H -0.7877 -1.9505 1.1203 4.71 -0.15 -0.53 0.438
H 0.9522 -2.0488 2.0270 -0.55 0.47 -1.45 0.393
H 2.8998 1.8805 1.2355 -0.86 -0.41 -0.33 0.201
H 1.2739 3.0147 -0.4764 0.27 -0.05 0.24 0.220
H -0.5149 1.8764 -1.3872 0.69 -1.46 0.92 0.238
H -3.0111 -0.1583 -1.8428 3.79 0.47 0.88 0.518
N 0.5145 -1.8476 1.0897 -4.67 -0.34 2.00 -0.798
N 1.7570 0.1399 1.2396 -1.06 -0.48 -0.85 -0.478
O -1.9838 0.1150 -1.6869 -3.79 -0.28 -1.00 -0.680
O -1.9209 -1.5647 -0.1930 0.28 1.24 -0.26 -0.629

6.
16
Properties=species:S:1:pos:R:3:forces:R:3:nbo_charge:R:1 method="wB97M-V/def2-TZVPD" e_homo_ev=-9.576 orbital_gap_ev=9.3
C -1.2930 1.0495 -0.5006 3.17 -1.65 2.57 0.672
C 0.1313 1.7101 -0.5038 -2.85 -3.86 0.61 -0.362
C 1.1019 0.9882 0.0907 1.13 5.39 -1.30 0.032
C -0.3291 -0.4973 1.2535 -2.12 1.30 -0.99 0.794
C 1.7422 -2.2883 -1.7868 -0.40 0.53 0.62 -0.233
C 2.1439 -1.1955 -1.4137 -0.06 -2.00 -0.37 -0.260
H -2.2491 -0.4488 0.6878 -1.20 -0.17 -0.01 0.421
H 0.2339 2.4952 -1.1681 0.58 1.28 -1.20 0.235
H 2.1122 1.4476 -0.0169 -0.58 -0.74 0.26 0.212
H 1.5761 0.2081 2.1668 -2.53 -0.75 -5.01 0.449
H 1.2372 -3.2752 -1.9931 1.04 1.85 0.16 0.259
H 2.6057 -0.3229 -0.9601 -0.29 -0.82 -0.79 0.232
N -1.3866 -0.1528 0.3098 4.69 1.21 0.30 -0.672
N 0.9447 0.0756 1.0188 0.77 -2.91 6.64 -0.633
O -2.2598 1.3709 -1.0638 -2.45 1.80 -2.02 -0.552
O -0.6659 -1.1414 2.2073 1.08 -0.47 0.54 -0.594

7.
17
Properties=species:S:1:pos:R:3:forces:R:3:nbo_charge:R:1 method="wB97M-V/def2-TZVPD" e_homo_ev="-8.984 / -7.724" orbital_gap_ev="7.8 / 6.5"
C 0.8116 -2.3394 0.1119 -0.55 0.22 1.50 -0.205
C 1.6364 -1.2189 0.0756 -0.35 -1.64 -0.76 -0.204
C -0.5637 -2.1796 -0.0451 0.17 -1.34 -0.30 -0.212
C 1.1159 -0.0466 -0.3325 0.42 1.40 -0.22 -0.241
C -1.0777 -0.9678 -0.3745 3.13 0.84 -1.00 -0.166
C -0.2038 0.1325 -0.6722 -1.26 -1.67 1.63 0.075
N -0.7897 1.3066 -0.9971 -0.66 0.49 -0.15 -0.586
N -0.9432 2.1779 1.3924 0.26 -0.03 -1.06 0.519
O -1.6140 1.7772 2.2860 0.56 0.52 0.24 -0.275
O -0.0318 2.9460 1.2375 -1.02 -0.36 2.04 -0.306
S 0.1932 2.5533 -1.2616 0.36 0.26 -1.52 0.421
H 0.9782 -3.2511 0.6525 1.28 -0.54 -0.43 0.214
H 2.6888 -1.1871 0.1379 1.05 -0.68 0.82 0.217
H -1.1314 -3.1296 0.0461 -0.11 1.14 0.14 0.218
H 1.7796 0.7813 -0.2424 0.37 0.79 -0.46 0.209
H -2.0501 -0.7683 -0.4970 -3.68 0.41 -0.42 0.211
H -0.7982 3.4137 -1.5174 0.03 0.19 -0.05 0.111

8.
16
Properties=species:S:1:pos:R:3:forces:R:3:nbo_charge:R:1 method="wB97M-V/def2-TZVPD" e_homo_ev=-14.162 total_charge=+1 smiles="C[N+]1=Nc2cc[nH]c2C1=O" orbital_gap_ev=6.8
C 2.8433 -0.5790 -0.0115 1.13 -0.03 0.16 -0.434
N 1.4703 -0.2311 0.0298 -4.21 -2.50 -0.01 -0.266
N 0.3637 -1.3877 0.0347 2.50 3.02 0.02 0.049
C -0.7517 -0.7420 0.0609 0.17 0.76 -0.05 0.053
C -2.1723 -0.9998 0.0336 -0.52 0.32 -0.04 -0.191
C -2.7645 0.2208 -0.0218 -0.59 -1.75 0.04 -0.014
N -1.8001 1.2330 -0.0279 1.70 0.51 0.07 -0.385
C -0.6092 0.7014 0.0317 -0.39 -0.28 -0.08 0.277
C 0.8693 1.0024 0.0206 0.76 0.13 0.06 0.594
O 1.4244 2.0647 0.0168 -0.26 0.04 -0.04 -0.424
H 3.3323 -0.3477 0.9406 -0.07 -0.08 -0.13 0.231
H 3.3415 -0.0169 -0.8061 -0.06 -0.15 0.03 0.241
H 2.9200 -1.6479 -0.2033 0.01 0.10 -0.05 0.254
H -2.6392 -1.9640 0.0488 -0.24 -0.11 0.00 0.279
H -3.8092 0.4685 -0.0658 -0.08 0.08 0.01 0.265
H -2.0187 2.2252 -0.0810 0.14 -0.06 0.01 0.470

9.
17
Properties=species:S:1:pos:R:3:forces:R:3:nbo_charge:R:1 method="wB97M-V/def2-TZVPD" e_homo_ev=-13.388 total_charge=+1 orbital_gap_ev=8.3
C 0.7913 -0.0589 0.0197 -1.62 1.04 -0.23 -0.219
C 1.1022 1.2408 0.0991 1.49 -2.04 0.42 0.020
C -1.3724 0.2294 -0.9148 -1.59 1.00 -0.80 0.366
C -0.4523 -0.6839 -0.5432 0.16 2.72 0.29 0.138
C -0.0891 2.9449 -1.0834 -1.55 2.95 0.45 0.366
C -0.6551 1.5209 -2.7999 -1.30 -2.05 -0.62 0.906
N 0.3185 2.3854 -0.0017 0.79 0.00 1.24 -0.612
N -1.7345 1.1302 -1.7421 -0.57 1.26 -0.19 -0.570
N -0.6245 -1.9847 -0.5608 1.19 -1.23 1.22 -0.728
O -0.6372 1.0237 -3.8677 -0.01 0.56 0.29 -0.446
O 0.2402 2.2061 -2.1784 1.43 -0.41 -0.62 -0.498
H 1.4968 -0.7612 0.3462 1.15 -0.83 0.11 0.251
H 2.1264 1.4915 0.3324 0.20 -0.23 0.36 0.238
H 0.4274 2.9273 0.8759 -0.87 0.09 -0.99 0.452
H -2.5474 1.8805 -1.6426 1.95 -2.18 0.37 0.480
H -0.1319 -2.4973 0.1773 -0.28 -0.11 -0.97 0.424
H -1.0087 -2.4497 -1.3479 -0.57 -0.55 -0.30 0.432

10.
20
Properties=species:S:1:pos:R:3:forces:R:3:nbo_charge:R:1 method="wB97M-V/def2-TZVPD" e_homo_ev=-1.134 total_charge=-2 orbital_gap_ev=6.6
C 1.1940 0.9912 0.8339 0.67 -0.97 -2.81 -0.172
C 1.3041 1.5863 -0.4493 -0.18 1.07 -0.01 -0.344
C 1.3705 -0.3556 0.9836 0.72 0.72 -2.87 -0.317
C 1.5636 0.7173 -1.4971 0.04 0.25 -2.26 0.040
C 1.7869 -1.0829 -0.1382 1.12 -1.43 -1.25 0.132
C -1.1271 -1.5367 0.1736 -0.71 -0.02 -1.45 0.689
N 1.8395 -0.5775 -1.4063 -0.14 -0.35 1.88 -0.485
N -0.7219 -2.6512 0.3863 1.41 -1.61 0.67 -0.823
N -1.6475 -0.5506 -0.2961 -0.33 0.43 -0.25 -0.935
O -3.2309 1.3734 -1.2503 0.51 -0.92 0.83 -1.186
O -1.9443 1.5739 0.9341 -5.17 -0.68 2.94 -1.006
O -3.9920 -0.1406 0.6976 -0.33 0.07 0.89 -1.170
P -2.9096 0.5628 -0.0132 0.62 1.21 -1.13 2.439
S 2.3586 -2.7530 0.1696 0.01 0.66 -0.41 -0.554
H 1.0032 1.5375 1.6507 -0.88 2.23 2.86 0.194
H 1.1798 2.7120 -0.6788 0.08 -2.05 0.69 0.207
H 1.3332 -1.0048 1.7776 -0.39 -0.46 2.53 0.235
H 1.5715 1.0110 -2.6010 -0.09 0.34 1.65 0.168
H -1.2331 1.6033 0.4055 4.50 0.56 -2.81 0.466
H 0.3016 -3.0158 0.3179 -1.47 0.97 0.30 0.421

11.
19
Properties=species:S:1:pos:R:3:forces:R:3:nbo_charge:R:1 method="wB97M-V/def2-TZVPD" e_homo_ev=-4.797 total_charge=-1 orbital_gap_ev=8.3
C -2.0330 0.7821 -1.3192 -2.60 1.18 -0.66 -0.226
C -1.9301 -0.5493 -1.1091 4.32 0.93 0.88 -0.209
C -1.1106 1.6927 -0.8375 1.10 -1.00 -0.37 -0.232
C -0.6981 -1.0752 -0.6796 -0.56 -1.79 0.01 -0.235
C 0.0926 1.2033 -0.3065 -1.20 -0.95 -0.63 -0.210
C 0.2772 -0.2127 -0.2946 0.78 1.91 -0.08 0.149
N 1.5411 -0.5230 0.2147 -0.51 0.90 -0.04 -0.457
N 0.2697 0.5266 2.6233 -0.29 0.12 0.13 0.280
N 2.1505 -1.6504 -0.0769 -0.27 -0.28 0.08 0.634
O 3.1453 -1.9152 0.5794 0.63 -0.22 0.11 -0.461
O 1.5909 0.5913 2.4495 -1.55 1.10 0.56 -0.597
O -0.2531 1.1155 3.5650 1.92 -0.65 -0.98 -0.439
O 1.7127 -2.3823 -0.9832 0.26 0.16 0.22 -0.508
H -2.9513 1.1826 -1.8854 1.38 -0.60 1.08 0.187
H -2.6032 -1.1836 -1.4413 -3.41 -2.91 -1.49 0.190
H -1.4365 2.6540 -1.1411 0.77 1.44 0.56 0.207
H -0.4208 -2.1713 -0.6570 -0.90 1.46 -0.06 0.245
H 0.9602 1.7017 0.0989 -0.37 0.89 -0.20 0.225
H 1.6964 0.2132 1.2005 0.50 -1.69 0.87 0.457

12.
18
Properties=species:S:1:pos:R:3:forces:R:3:nbo_charge:R:1 method="wB97M-V/def2-TZVPD" e_homo_ev=-9.323 smiles="Cn1c(=O)[nH]c(=O)c2[nH]cnc21" orbital_gap_ev=9.8
C -2.1378 -1.4802 0.2312 4.19 -4.00 -1.07 -0.445
N -1.0700 -0.4443 0.0836 -1.03 0.21 1.40 -0.422
C -1.5467 0.7916 -0.0525 -3.46 2.87 -2.20 0.768
O -2.7310 1.1322 -0.2717 1.22 -1.73 1.02 -0.642
N -0.6577 1.7942 -0.2112 2.56 4.72 0.22 -0.639
C 0.7107 1.9148 0.1566 -1.00 -0.85 -0.17 0.658
O 1.3371 2.9624 0.1789 -0.72 -1.27 -0.19 -0.579
C 1.1112 0.5306 0.3757 3.46 2.18 -2.38 -0.121
N 2.4368 0.0883 -0.1863 -5.31 3.57 2.68 -0.459
C 2.3716 -1.1439 -0.2032 -5.27 -6.22 -0.40 0.260
N 1.0747 -1.6640 -0.1512 0.89 1.99 0.64 -0.511
C 0.2983 -0.5124 0.1193 1.49 -3.88 -0.03 0.341
H -2.1386 -1.8575 -0.8846 -1.56 0.58 2.28 0.238
H -1.3768 -2.4025 0.6837 -2.85 2.30 -0.66 0.228
H -3.0809 -1.2178 0.8436 1.93 -0.24 -1.42 0.276
H -0.9868 2.7520 -0.4806 -0.48 -1.61 0.49 0.435
H 3.2388 0.5539 -0.1684 3.88 2.83 0.38 0.411
H 3.1471 -1.7974 -0.0627 2.06 -1.44 -0.58 0.203

Record order is preserved below.
ΔE to the lowest compared entry with this formula, charge and spin: 337.5; 550.5; 284.4; 208.1; 94.0; 393.9; 475.4; 287.2; 552.5; 49.6; 293.2; 211.8 kJ/mol